{"formula": "C17H38N4O2P2PtSSe2", "method": "wB97M-V/def2-TZVPD", "species": ["H", "C", "H", "H", "H", "H", "H", "H", "H", "C", "H", "C", "C", "H", "H", "H", "H", "H", "H", "H", "H", "H", "H", "H", "H", "H", "Se", "P", "N", "H", "O", "H", "C", "H", "H", "N", "C", "H", "H", "H", "H", "H", "C", "H", "N", "H", "C", "C", "C", "H", "C", "Se", "O", "H", "C", "C", "C", "C", "S", "H", "P", "N", "C", "Pt", "H", "C", "H"], "coordinates": [[-1.32, 2.88, 2.47], [3.06, -0.17, -2.61], [2.48, 2.78, 2.32], [1.66, -4.37, -1.30], [4.45, -2.77, -1.98], [-5.43, 2.21, -4.48], [0.61, -0.04, 3.77], [0.08, 3.71, 1.74], [-0.41, -5.13, 0.67], [3.94, -2.42, -1.08], [2.57, 1.08, 2.79], [0.04, -4.20, 1.00], [1.95, 1.83, 2.28], [1.07, -4.41, 1.29], [2.20, -3.11, -3.36], [1.46, 2.19, 4.91], [0.77, -2.09, -3.15], [-5.01, 0.50, -4.43], [-4.23, 4.40, -0.13], [3.85, 0.37, -2.09], [3.48, -0.58, -3.53], [1.23, 3.71, 4.04], [2.26, 0.53, -2.86], [2.05, -1.25, 3.02], [0.21, -4.38, -2.29], [-3.61, 3.18, 0.97], [-0.87, -0.29, 1.72], [2.46, -1.50, -1.56], [-2.63, 0.96, -3.03], [-2.39, 0.29, -3.74], [-0.47, 1.94, 0.85], [-1.88, -2.20, -1.62], [-1.75, -2.88, -0.78], [3.70, -3.26, -0.44], [-1.36, 2.05, -0.27], [3.78, -1.64, 1.99], [-3.40, 3.72, 0.05], [-2.12, -3.88, -1.05], [-0.52, -3.83, 1.86], [-0.42, 3.37, 5.69], [2.12, -2.69, 2.27], [4.26, -1.94, 2.84], [1.53, -2.66, -2.62], [-2.33, -2.52, 0.07], [-2.06, 1.97, -1.06], [-0.93, 0.80, 3.93], [-4.05, 2.67, -2.20], [0.58, 1.97, 2.94], [0.77, 2.74, 4.26], [-2.51, 4.33, 0.21], [-3.22, 2.80, -1.11], [1.88, 1.39, 0.38], [-0.50, 2.89, 4.86], [4.02, -0.67, 1.82], [-3.80, 1.76, -3.20], [0.89, -3.73, -1.73], [-0.35, 2.73, 1.99], [-1.80, 1.09, -1.99], [-0.36, 0.10, -2.03], [4.61, -1.77, -0.52], [-0.01, -2.98, -0.33], [2.36, -1.71, 2.17], [-4.60, 1.51, -4.42], [0.97, -0.92, 0.15], [-4.00, 1.63, -5.33], [-0.08, 0.63, 3.26], [-4.93, 3.29, -2.27]], "de_lowest_kj_mol": 59.7, "homo_lumo_gap_ev": [5.09, 6.59], "homo_ev": [-10.767, -13.957], "spin_multiplicity": 5, "charge": 2}

---

{"formula": "C10H17NOSi", "method": "wB97M-V/def2-TZVPD", "species": ["H", "C", "C", "H", "H", "C", "H", "H", "H", "C", "H", "H", "H", "C", "H", "H", "C", "H", "C", "N", "H", "C", "C", "H", "H", "O", "H", "H", "C", "Si"], "coordinates": [[-1.71, 2.31, 1.69], [1.01, -0.34, 0.08], [-0.30, -0.90, 0.57], [-1.49, 2.31, -1.06], [-3.01, 1.19, -1.59], [-0.48, -2.20, 0.88], [3.53, -0.97, 2.06], [-3.74, -1.59, 0.92], [-4.19, -0.52, -0.40], [-3.31, -1.03, 0.08], [2.54, -2.37, 1.36], [-1.81, 1.13, 2.85], [-3.26, 1.61, 1.93], [-1.95, 1.29, -1.20], [2.69, 1.33, -3.24], [0.31, -2.93, 1.05], [3.13, -1.54, 1.16], [-2.80, -1.85, -0.62], [2.75, 1.75, -2.27], [1.01, 0.71, -0.81], [4.04, -1.84, 0.53], [-2.17, 1.40, 1.89], [2.22, 0.91, -1.20], [3.80, 1.86, -2.03], [2.13, 2.67, -2.23], [3.09, -0.03, -0.57], [-1.20, 0.79, -1.88], [-1.28, -2.57, 1.45], [2.34, -0.76, 0.23], [-1.90, 0.19, 0.36]], "smiles": "C=C(c1nc(C)oc1C)[Si](C)(C)C", "de_lowest_kj_mol": 75.2, "homo_lumo_gap_ev": 8.91, "homo_ev": -8.081, "spin_multiplicity": 1}

---

{"formula": "C17H36N3O7", "method": "wB97M-V/def2-TZVPD", "species": ["H", "H", "C", "H", "O", "H", "N", "H", "H", "C", "H", "C", "C", "H", "O", "H", "N", "H", "H", "O", "H", "H", "H", "H", "H", "C", "H", "C", "H", "H", "H", "C", "C", "H", "O", "C", "H", "H", "C", "H", "C", "C", "H", "O", "O", "H", "H", "O", "H", "N", "C", "H", "H", "C", "H", "H", "C", "H", "C", "H", "H", "H", "C"], "coordinates": [[-4.99, 0.90, 3.35], [4.11, -1.19, -5.93], [2.30, 0.19, -3.50], [0.64, 4.19, -2.17], [-0.80, -1.05, 8.27], [-1.63, -1.83, 1.25], [3.49, -0.54, -3.99], [-3.11, -1.74, 7.17], [-3.73, 2.07, 3.84], [-4.22, 1.13, 4.08], [-2.95, 1.53, -3.07], [-2.45, -1.70, 6.30], [-0.98, -1.50, 2.06], [2.19, 0.18, -2.43], [-1.26, -2.44, 6.55], [-2.44, -0.89, -3.29], [-0.18, 1.25, -1.88], [-2.94, -2.16, 5.45], [-1.89, 0.16, -1.21], [-3.25, 0.07, 4.14], [3.17, -0.94, -1.31], [2.79, -0.05, -5.93], [-0.37, -0.65, 1.74], [2.25, -3.11, 8.76], [-0.14, 1.51, -0.90], [3.21, -0.90, -5.40], [2.68, -2.60, -1.64], [3.73, -1.74, -3.28], [1.42, -0.31, -3.93], [-4.67, 1.20, 5.06], [-0.54, -0.78, -1.74], [-2.60, -0.16, 3.00], [-1.20, 2.16, -3.96], [-0.32, -2.32, 2.33], [-2.75, 0.44, 1.96], [2.02, 2.67, -2.81], [-2.81, 1.04, -4.68], [2.49, -1.71, -5.44], [2.30, 1.66, -3.95], [-2.21, -0.67, 6.06], [3.45, -1.86, -1.80], [-0.59, 2.46, -2.62], [0.59, 3.79, -3.88], [4.21, -2.66, -3.82], [-1.75, -1.16, 3.21], [-0.48, 1.68, -4.62], [4.36, -2.22, -1.34], [0.55, -2.77, 7.70], [-1.52, 3.05, -4.47], [-2.33, 1.17, -3.80], [-1.69, -0.11, -3.34], [1.81, -1.40, 8.62], [1.67, 1.83, -4.82], [-1.12, 0.12, -1.97], [2.22, 2.25, -1.84], [2.75, 3.46, -2.93], [0.66, 3.37, -2.88], [-1.31, 3.03, -2.03], [1.42, -2.41, 8.77], [3.31, 1.85, -4.28], [-0.95, -0.38, -4.07], [0.91, -2.47, 9.73], [-0.53, -1.99, 7.58]], "homo_lumo_gap_ev": 8.43, "homo_ev": -11.695, "spin_multiplicity": 1, "charge": 1}

---

{"formula": "C25H28ClFINO7PS", "method": "wB97M-V/def2-TZVPD", "species": ["N", "H", "O", "C", "H", "H", "C", "H", "O", "C", "H", "H", "H", "O", "C", "H", "H", "Cl", "H", "H", "C", "C", "O", "H", "H", "H", "C", "C", "H", "H", "C", "C", "C", "C", "C", "F", "H", "H", "H", "C", "C", "H", "O", "H", "C", "H", "C", "P", "C", "O", "H", "C", "H", "C", "C", "O", "C", "H", "H", "H", "S", "C", "C", "H", "C", "I"], "coordinates": [[-0.17, 4.45, -0.54], [2.59, 5.94, 0.77], [-1.57, 1.58, 0.53], [2.67, -3.18, -2.58], [-0.71, 5.14, -0.01], [-5.29, -1.45, -1.30], [0.51, -0.66, -0.89], [1.85, 6.29, -0.79], [0.64, 0.47, -0.45], [3.64, -2.71, -0.42], [-4.99, -1.76, 1.56], [-4.62, -0.34, -0.11], [-2.12, 1.71, -0.26], [5.07, -4.04, 2.68], [-0.82, -1.88, -2.55], [-0.64, 3.54, -0.49], [0.26, 7.78, 2.42], [-2.04, -3.26, -4.56], [5.46, -3.73, 0.05], [1.75, -0.32, 1.25], [1.67, -2.30, -2.27], [0.65, 6.79, 2.18], [0.67, -2.04, -4.43], [3.23, -4.16, 1.90], [1.85, 3.90, -0.68], [2.69, -3.71, -3.52], [3.65, -3.36, -1.63], [-3.14, -2.19, -2.36], [2.06, 3.74, 1.90], [1.67, 6.71, 2.57], [2.55, -1.05, 1.21], [3.84, -0.36, 1.65], [1.66, 5.87, 0.20], [4.76, -3.04, 0.55], [-1.98, -2.40, -3.07], [-4.27, -2.69, -2.86], [-4.80, -4.67, 2.13], [-3.66, 0.81, 1.76], [-0.17, 4.78, -1.51], [0.53, -2.06, -3.23], [-0.83, -1.19, -1.35], [-5.90, -3.69, -0.60], [0.61, 6.64, 0.76], [0.01, 6.05, 2.66], [-3.18, -1.52, -1.17], [1.02, 2.56, 1.10], [-4.79, -2.36, 0.66], [-1.80, -0.04, 0.95], [-2.00, -0.99, -0.62], [4.43, -0.72, 2.63], [-3.85, -2.89, 0.85], [2.63, -1.80, -0.11], [0.31, 3.92, 1.95], [-4.54, -1.36, -0.51], [-5.98, -3.30, 0.42], [-3.19, -0.03, 1.83], [1.15, 3.62, 1.32], [2.31, -1.79, 1.99], [4.47, -4.05, -1.86], [5.33, -2.16, 0.83], [-6.05, -4.66, 1.63], [4.28, -3.80, 1.80], [1.21, 4.41, 0.03], [-6.89, -2.71, 0.51], [1.66, -1.62, -1.07], [4.64, 1.34, 0.58]], "homo_lumo_gap_ev": 7.45, "homo_ev": -10.754, "spin_multiplicity": 1, "charge": 1}

---

no.,total energy (eV),strongest force on any atom (eV/Å)
1,-191639.421,0.8
2,-22059.770,3.4
3,-37008.854,3.5
4,-85659.841,2.8